No. 1
This record from the OMol25 dataset describes a molecular structure, C16H31IrN9O3S2Se. The level of theory is ωB97M-V with the def2-TZVPD basis set.

Last column: Löwdin spin population.
Geometry (Å):
Ir  0.208  -0.258  0.255  1.609
C  -3.737  -2.161  -3.133  0.001
N  -3.166  -1.310  -2.092  0.013
C  -4.147  -0.625  -1.259  0.001
C  -1.915  -1.461  -1.607  0.014
N  -1.574  -1.234  -0.382  0.085
N  -0.951  -1.858  -2.514  0.001
C  0.338  -2.246  -2.201  0.014
N  1.008  -2.800  -3.242  0.010
N  0.825  -2.055  -1.026  0.104
H  -4.339  -1.552  -3.805  0.000
H  -4.372  -2.931  -2.689  0.000
H  -2.972  -2.662  -3.717  0.000
H  -4.940  -0.252  -1.904  0.000
H  -3.680  0.222  -0.758  0.000
H  -4.591  -1.295  -0.516  0.000
H  -2.337  -1.014  0.245  0.003
H  -1.173  -1.750  -3.489  0.000
H  0.518  -3.161  -4.042  0.001
H  1.935  -3.158  -3.090  0.000
H  1.746  -2.455  -0.910  0.003
O  0.591  -0.290  3.058  0.027
N  0.927  1.098  2.715  0.601
O  0.823  1.280  1.436  0.376
O  -1.871  0.909  1.044  0.097
S  -1.906  2.252  1.793  0.009
C  -3.527  2.930  1.393  0.008
C  -4.515  2.225  2.312  0.001
C  -3.856  2.276  3.689  0.001
C  -2.406  1.825  3.488  0.003
H  -3.661  2.774  0.323  0.000
H  -3.476  4.002  1.592  0.001
H  -4.639  1.188  1.989  0.000
H  -5.495  2.700  2.298  0.000
H  -4.363  1.652  4.423  0.000
H  -3.873  3.302  4.062  0.000
H  -2.293  0.740  3.516  0.000
H  -1.694  2.269  4.181  0.001
S  -0.117  -2.645  2.220  0.614
C  0.257  -1.063  2.067  0.121
C  3.390  1.175  0.705  0.009
C  4.914  1.271  0.432  0.007
N  5.412  0.026  -0.152  0.000
C  5.030  -1.083  0.716  0.005
C  3.483  -1.213  0.786  0.005
N  2.851  -0.068  0.098  0.144
C  3.241  -0.055  -1.333  0.005
C  4.785  -0.145  -1.458  0.005
H  2.844  2.020  0.288  0.001
H  3.186  1.143  1.773  0.002
H  5.455  1.467  1.358  0.001
H  5.137  2.084  -0.261  0.000
H  5.444  -0.896  1.708  0.000
H  5.479  -2.002  0.337  0.000
H  3.129  -1.225  1.818  0.000
H  3.154  -2.141  0.318  0.000
H  2.848  0.864  -1.765  0.000
H  2.758  -0.879  -1.850  0.000
H  5.158  0.630  -2.128  0.001
H  5.094  -1.110  -1.864  0.000
Se  -0.459  3.710  -2.167  0.061
C  -0.088  2.066  -1.693  0.013
N  0.167  0.955  -1.390  0.021

Results
charge: +1
energy relative to the best compared isomer or geometry (same formula, charge and spin): 0.9 kcal per mole
spin multiplicity: 5
Kohn-Sham gap (alpha / beta): 7.85 / 4.70 eV
E: -4648.5241 hartree
E_LUMO (alpha / beta): -0.0872 / -0.1983 Ha
max |F|: 0.79 eV Å⁻¹
highest occupied orbital energy (alpha / beta): -10.2 / -10.1 eV
⟨S²⟩: 6.03

No. 2
This record from the OMol25 dataset describes a molecular structure, C16H31MgN3O8Ti. The level of theory is ωB97M-V with the def2-TZVPD basis set.

Last column: Löwdin spin population.
Geometry (Å):
Mg  0.884  -2.972  -2.045  0.237
Ti  0.892  -2.990  1.233  2.467
C  -2.544  -2.778  -2.168  0.002
C  -1.802  -2.714  -3.499  0.002
O  -0.440  -2.879  -3.392  0.035
H  -2.117  -2.032  -1.483  0.001
H  -2.427  -3.756  -1.692  0.001
H  -3.592  -2.511  -2.326  0.000
H  -2.063  -1.775  -4.016  0.001
H  -2.272  -3.453  -4.175  0.000
C  1.949  0.468  -0.163  0.002
C  0.594  -0.180  -0.326  0.014
O  0.630  -1.507  -0.765  0.105
H  1.922  1.469  0.268  0.000
H  2.549  0.601  -1.066  0.000
H  2.567  -0.196  0.459  0.001
H  -0.035  0.399  -1.011  0.002
H  0.095  -0.134  0.657  0.003
C  -1.286  -5.459  3.908  0.002
O  -2.138  -4.324  3.777  0.002
C  -2.009  -3.567  2.730  0.005
O  -1.165  -3.690  1.840  0.060
O  -2.915  -2.640  2.751  0.001
C  -2.926  -1.716  1.654  0.001
H  -0.345  -5.171  4.376  0.000
H  -1.041  -5.896  2.938  0.001
H  -1.810  -6.213  4.482  0.000
H  -1.922  -1.302  1.498  0.001
H  -3.576  -0.894  1.923  0.000
H  -3.191  -2.205  0.719  0.000
C  -2.801  4.333  0.188  0.000
O  -1.474  3.800  0.019  0.000
C  -0.609  4.187  0.947  0.000
O  -0.875  4.779  1.951  0.000
O  0.603  3.770  0.582  0.000
C  1.652  3.966  1.510  0.000
H  -2.804  5.371  0.501  0.000
H  -3.281  3.741  0.971  0.000
H  -3.339  4.176  -0.739  0.000
H  2.617  3.972  1.021  0.000
H  1.555  3.257  2.336  0.000
H  1.539  4.928  2.021  0.000
C  3.874  0.465  -3.300  0.000
C  3.580  1.860  -3.567  0.000
N  3.343  2.959  -3.776  0.000
H  2.951  -0.100  -3.170  0.001
H  4.563  0.319  -2.472  0.000
H  4.344  0.018  -4.179  0.000
C  -0.096  2.328  -3.204  0.000
C  0.356  1.243  -4.066  0.000
N  0.714  0.435  -4.785  0.000
H  -1.142  2.211  -2.924  0.000
H  0.044  3.289  -3.692  0.000
H  0.473  2.296  -2.273  0.000
C  2.475  0.790  4.051  0.003
C  1.983  -0.425  3.442  0.016
N  1.602  -1.387  2.945  0.029
H  1.678  1.539  3.978  0.001
H  3.316  1.187  3.486  0.000
H  2.693  0.706  5.112  0.001

Results
charge: +1
spin multiplicity: 4
Kohn-Sham gap (alpha / beta): 6.16 / 6.60 eV
E: -2443.7277 hartree
E_LUMO (alpha / beta): -0.1317 / -0.1546 Ha
max |F|: 2.50 eV Å⁻¹
highest occupied orbital energy (alpha / beta): -9.7 / -10.8 eV
⟨S²⟩: 3.75

No. 3
This record from the OMol25 dataset describes a molecular structure, C16H31N2OP2Pt. The level of theory is ωB97M-V with the def2-TZVPD basis set.

Last column: Mulliken charge in e.
Geometry (Å):
Pt  -0.862  -0.285  0.348  1.121
C  1.578  0.386  3.470  -1.413
P  0.708  -0.651  2.221  0.374
C  0.138  -2.073  3.218  -1.374
C  2.167  -1.359  1.323  -1.059
C  1.771  -2.327  0.214  -1.221
P  0.622  -1.563  -1.023  0.672
C  -0.077  -3.054  -1.817  -1.340
C  1.787  -0.922  -2.292  -1.309
H  2.229  -0.240  4.080  0.424
H  0.857  0.881  4.117  0.392
H  2.180  1.146  2.977  0.440
H  0.965  -2.533  3.756  0.465
H  -0.328  -2.803  2.559  0.336
H  -0.609  -1.732  3.930  0.411
H  2.803  -1.867  2.053  0.625
H  2.732  -0.521  0.906  0.365
H  1.265  -3.196  0.642  0.386
H  2.663  -2.673  -0.318  0.568
H  0.724  -3.705  -2.162  0.426
H  -0.703  -2.765  -2.659  0.391
H  -0.699  -3.594  -1.104  0.329
H  2.463  -1.714  -2.612  0.431
H  2.361  -0.094  -1.880  0.320
H  1.228  -0.561  -3.153  0.378
C  -5.011  -1.816  0.906  -1.606
C  -3.861  -0.944  0.383  0.692
C  -4.058  0.518  0.792  -1.228
C  -2.557  -1.475  0.942  -1.066
H  -5.967  -1.451  0.542  0.423
H  -5.029  -1.797  1.992  0.367
H  -4.891  -2.848  0.582  0.397
H  -3.859  -1.017  -0.711  0.218
H  -4.210  0.586  1.867  0.287
H  -4.923  0.952  0.294  0.409
H  -3.162  1.102  0.526  0.252
H  -2.374  -2.503  0.614  0.378
H  -2.589  -1.445  2.036  0.449
N  2.856  4.851  -3.553  -0.363
C  3.069  4.161  -2.411  0.326
O  4.167  4.035  -1.917  -0.592
C  1.889  3.445  -1.806  0.761
C  0.716  3.115  -2.477  -0.596
C  -0.213  2.298  -1.844  -0.571
N  -0.058  1.832  -0.609  -0.377
C  1.034  2.205  0.058  -0.503
C  2.029  2.987  -0.495  -0.475
H  3.651  5.332  -3.945  0.255
H  1.948  5.157  -3.852  0.195
H  0.523  3.462  -3.480  0.360
H  -1.115  1.996  -2.360  0.431
H  1.106  1.850  1.079  0.541
H  2.925  3.234  0.053  0.498

Results
charge: +1
energy relative to the best compared isomer or geometry (same formula, charge and spin): 51.2 kcal per mole
Kohn-Sham gap (alpha / beta): 6.39 / 6.45 eV
E: -1614.8399 hartree
E_LUMO (alpha / beta): -0.1468 / -0.1444 Ha
max |F|: 1.68 eV Å⁻¹
highest occupied orbital energy (alpha / beta): -10.4 / -10.4 eV

No. 4
This record from the OMol25 dataset describes a molecular structure, C16H31N7S2Tl. The level of theory is ωB97M-V with the def2-TZVPD basis set.

Last column: Mulliken charge in e.
Geometry (Å):
Tl  -0.425  -0.083  -0.932  0.821
C  1.992  -2.042  4.457  -0.808
S  2.848  -2.053  2.864  -0.129
C  1.878  -0.893  1.871  0.178
S  0.174  -0.980  1.886  -0.352
N  2.671  -0.194  1.123  -1.074
N  2.039  0.582  0.173  0.641
C  2.662  1.653  -0.105  -0.763
C  2.171  2.606  -1.117  0.838
C  2.960  3.698  -1.459  -0.762
C  2.498  4.586  -2.417  -0.295
C  1.268  4.350  -3.003  -0.724
C  0.550  3.232  -2.602  -0.253
N  0.979  2.381  -1.677  -0.056
H  2.295  -2.931  5.008  0.371
H  0.919  -2.053  4.281  0.243
H  2.288  -1.152  5.006  0.286
H  3.594  1.889  0.411  0.357
H  3.922  3.833  -0.982  0.382
H  3.090  5.446  -2.701  0.431
H  0.865  5.016  -3.755  0.387
H  -0.415  3.010  -3.045  0.441
N  -1.346  1.859  0.638  -0.431
C  -2.637  1.562  1.279  -0.672
C  -3.743  1.362  0.236  -0.336
C  -4.741  0.253  0.588  -0.803
C  -4.333  -1.115  0.057  -0.810
N  -2.960  -1.474  0.450  -0.284
H  -0.623  1.959  1.343  0.239
H  -1.393  2.741  0.137  0.207
H  -2.930  2.354  1.973  0.386
H  -2.497  0.655  1.865  0.289
H  -3.276  1.121  -0.724  0.123
H  -4.280  2.303  0.099  0.422
H  -5.716  0.489  0.157  0.332
H  -4.884  0.207  1.673  0.355
H  -4.361  -1.087  -1.034  0.384
H  -5.069  -1.856  0.383  0.378
H  -2.730  -2.396  0.098  0.160
H  -2.879  -1.530  1.460  0.175
N  2.678  -4.444  0.827  0.204
C  3.079  -3.817  -0.472  -0.691
C  1.891  -3.040  -1.032  -0.174
N  0.682  -3.840  -1.156  -0.225
C  0.336  -4.514  0.085  -0.391
C  1.482  -5.328  0.675  -0.681
H  2.500  -3.682  1.519  -0.284
H  3.457  -4.971  1.218  0.355
H  3.379  -4.620  -1.144  0.378
H  3.930  -3.162  -0.288  0.403
H  2.169  -2.641  -2.006  0.492
H  1.681  -2.188  -0.376  -0.255
H  0.735  -4.482  -1.936  0.296
H  -0.510  -5.179  -0.079  0.494
H  0.034  -3.755  0.815  0.057
H  1.771  -6.149  0.019  0.363
H  1.220  -5.727  1.654  0.390

Results
charge: +1
energy relative to the best compared isomer or geometry (same formula, charge and spin): 2.8 kcal per mole
Kohn-Sham gap: 7.65 eV
E: -1980.2174 hartree
E_LUMO: -0.0910 Ha
max |F|: 0.40 eV Å⁻¹
highest occupied orbital energy: -10.1 eV

No. 5
This record from the OMol25 dataset describes a molecular structure, C16H31NNiOP2. The level of theory is ωB97M-V with the def2-TZVPD basis set.

Last column: Löwdin spin population.
Geometry (Å):
P  0.086  2.652  -1.373  0.000
P  1.956  0.382  -2.366  0.000
C  1.484  3.158  -2.526  0.000
C  1.956  1.972  -3.371  0.000
H  2.301  3.539  -1.893  0.000
H  1.125  3.982  -3.162  0.000
H  1.285  1.810  -4.230  0.000
H  2.974  2.139  -3.755  0.000
C  3.737  0.432  -1.882  0.000
H  4.013  -0.545  -1.466  0.000
H  3.892  1.197  -1.112  0.000
H  4.367  0.652  -2.754  0.000
C  2.120  -0.778  -3.786  0.000
H  2.946  -0.485  -4.449  0.000
H  1.179  -0.790  -4.351  0.000
H  2.304  -1.786  -3.392  0.000
C  0.133  4.143  -0.295  0.000
H  -0.741  4.121  0.368  0.000
H  0.121  5.066  -0.891  0.000
H  1.041  4.112  0.321  0.000
C  -1.302  3.181  -2.468  0.000
H  -1.412  2.473  -3.298  0.000
H  -1.117  4.189  -2.864  0.000
H  -2.229  3.179  -1.882  0.000
Ni  -1.634  -2.254  2.654  1.377
C  -0.677  -2.924  0.862  0.047
C  0.283  -2.491  1.742  -0.003
C  0.943  -1.142  1.673  -0.002
C  0.282  -0.078  2.588  0.017
C  -1.205  -0.251  2.711  0.112
C  -2.067  -0.583  1.657  -0.010
C  -1.642  -0.676  0.212  -0.005
C  -1.269  -2.111  -0.246  0.006
C  -3.071  -1.801  3.828  0.278
H  -0.886  -3.994  0.805  0.002
H  0.816  -3.241  2.336  -0.001
H  0.939  -0.788  0.632  0.000
H  1.998  -1.242  1.970  0.000
H  0.711  -0.192  3.597  0.001
H  0.534  0.944  2.261  0.007
H  -1.611  0.192  3.632  0.003
H  -3.148  -0.403  1.765  0.003
H  -0.813  0.025  0.046  -0.001
H  -2.483  -0.343  -0.411  0.000
H  -2.185  -2.634  -0.566  0.001
H  -0.629  -2.075  -1.146  0.002
H  -3.823  -2.582  3.622  0.029
H  -3.535  -0.801  3.751  0.018
H  -2.653  -1.930  4.835  0.016
O  -2.024  -5.800  4.744  0.012
C  -1.792  -4.876  4.019  0.020
N  -1.576  -3.946  3.305  0.073

Results
charge: 0
energy relative to the best compared isomer or geometry (same formula, charge and spin): 6.5 kcal per mole
spin multiplicity: 3
Kohn-Sham gap (alpha / beta): 6.26 / 7.53 eV
E: -2949.1026 hartree
E_LUMO (alpha / beta): -0.0012 / -0.0236 Ha
max |F|: 2.83 eV Å⁻¹
highest occupied orbital energy (alpha / beta): -6.3 / -8.2 eV
⟨S²⟩: 2.02

Number 3 is which compound? C16H31N2OP2Pt